Computed, not measured: a molecular structure, C46H47FeN3O3S2 in a non-equilibrium geometry, with ωB97M-V/def2-TZVPD.

Each line ends with the Löwdin charge.
Geometry (Å):
Fe -0.899 -1.226 1.152  0.75
C 3.908 4.457 4.286  -0.05
C 3.472 3.099 3.767  -0.25
C 2.150 2.707 3.876  -0.01
C 1.792 1.494 3.261  -0.07
C 2.702 0.753 2.549  -0.41
C 4.036 1.056 2.604  -0.09
C 4.474 2.269 3.149  0.00
S 2.212 -0.861 1.960  1.23
O 0.601 -0.827 2.192  -0.61
C 2.384 -0.917 0.181  -0.33
C 2.862 -2.139 -0.264  -0.11
C 3.199 -2.371 -1.550  0.03
C 3.049 -1.294 -2.538  -0.17
C 3.535 -1.508 -3.789  -0.04
C 3.423 -0.519 -4.749  -0.04
C 2.925 0.703 -4.346  -0.04
C 2.453 0.982 -3.068  0.04
C 2.554 -0.067 -2.090  -0.10
C 2.311 0.144 -0.681  -0.15
C 1.964 1.501 -0.249  -0.14
C 2.990 2.484 -0.046  -0.13
C 4.279 2.179 -0.298  -0.03
C 5.354 3.026 0.002  -0.05
C 5.029 4.273 0.434  -0.05
C 3.699 4.627 0.721  -0.03
C 2.650 3.786 0.472  -0.14
C 1.272 4.070 0.663  0.01
C 0.301 3.173 0.320  -0.05
C 0.622 1.843 -0.058  -0.22
S -0.743 0.704 -0.505  0.96
O -0.514 0.219 -1.877  -0.44
C -2.248 1.616 -0.407  -0.38
C -3.023 1.672 -1.582  -0.04
C -4.317 2.195 -1.526  -0.02
C -4.945 2.440 -0.304  -0.25
C -6.418 2.707 -0.212  -0.03
C -4.110 2.508 0.817  -0.02
C -2.801 2.096 0.775  -0.10
H 3.310 4.959 5.062  0.08
H 4.028 5.173 3.415  0.08
H 4.956 4.480 4.732  0.10
H 1.413 3.287 4.469  0.14
H 0.774 1.154 3.359  0.10
H 4.765 0.372 2.154  0.13
H 5.548 2.443 3.306  0.14
H 2.878 -2.963 0.389  0.10
H 3.582 -3.346 -1.799  0.12
H 4.001 -2.507 -3.992  0.14
H 3.779 -0.759 -5.742  0.12
H 2.809 1.493 -5.060  0.11
H 2.057 1.896 -2.818  0.10
H 4.450 1.129 -0.708  0.15
H 6.357 2.722 -0.259  0.12
H 5.877 4.959 0.649  0.13
H 3.602 5.651 0.985  0.11
H 1.047 5.037 1.019  0.12
H -0.727 3.547 0.469  0.11
H -2.587 1.281 -2.577  0.14
H -4.934 2.314 -2.391  0.11
H -6.821 2.296 0.713  0.08
H -6.969 2.257 -1.111  0.11
H -6.565 3.801 -0.158  0.10
H -4.416 2.760 1.802  0.12
H -2.176 2.248 1.615  0.11
N -1.144 -2.506 -0.436  0.13
C -1.200 -2.780 -1.594  -0.18
N -1.347 -3.035 -2.843  -0.07
C -1.941 -2.068 -3.783  -0.07
C -0.895 -1.874 -4.952  -0.13
C -0.295 -3.158 -5.491  -0.21
C 0.122 -4.048 -4.371  -0.21
C -0.939 -4.350 -3.355  -0.10
H -2.194 -1.172 -3.278  0.09
H -2.835 -2.588 -4.081  0.13
H -0.028 -1.333 -4.534  0.11
H -1.380 -1.398 -5.846  0.13
H 0.559 -3.002 -6.240  0.15
H -0.989 -3.740 -6.037  0.10
H 0.971 -3.572 -3.852  0.12
H 0.461 -4.977 -4.730  0.11
H -0.528 -4.927 -2.546  0.13
H -1.712 -4.937 -3.862  0.14
O -2.597 -1.014 2.277  -0.04
C -3.682 -1.607 2.341  -0.50
C -4.019 -2.761 1.432  -0.06
C -3.133 -3.806 2.188  -0.19
C -3.401 -4.109 3.649  -0.18
C -2.888 -2.963 4.563  -0.15
C -3.766 -1.686 4.708  -0.09
N -4.530 -1.438 3.365  0.12
H -3.697 -2.514 0.406  0.11
H -5.073 -2.938 1.325  0.12
H -2.030 -3.599 2.195  0.11
H -3.228 -4.747 1.633  0.13
H -2.814 -4.982 3.811  0.11
H -4.443 -4.423 3.869  0.14
H -1.944 -2.732 4.064  0.09
H -2.632 -3.235 5.587  0.12
H -3.249 -0.809 5.023  0.10
H -4.485 -1.777 5.529  0.12
H -5.295 -2.132 3.301  0.14

- Net charge: +2
- Energy above the lowest of the compared OMol25 structures with the same formula, charge and spin: 14.4 kcal per mole
- Maximum force: 4.04 eV Å⁻¹
- Frontier orbital gap (alpha / beta): 7.5881 / 7.5885 eV
- Multiplicity: 5